ORCA calculation (ωB97M-V/def2-TZVPD) on a structure of composition C22H19F4NO16Pt in a non-equilibrium geometry.

## Properties
E_HOMO (spin up / spin down), eV: -10.69 / -10.37
⟨S²⟩: 3.863

```
! RIJCOSX wB97M-V def2-TZVPD def2/J DEFGRID3
* xyz 1 4
Pt 8.17 10.27 -16.42
C 10.57 13.68 -15.61
C 10.24 14.99 -15.53
C 8.88 15.40 -15.97
O 8.58 16.65 -16.04
C 7.91 14.57 -16.36
C 8.13 13.15 -16.41
C 9.65 12.68 -16.10
O 9.94 11.45 -16.23
O 7.29 12.26 -16.56
O 11.21 15.79 -15.13
H 11.59 13.44 -15.37
H 6.92 14.92 -16.57
C 13.39 7.85 -17.28
C 13.43 8.33 -18.74
O 12.16 8.97 -18.84
C 11.35 8.63 -17.77
O 10.15 8.87 -17.75
O 12.08 7.89 -16.96
F 13.44 7.26 -19.59
H 14.04 8.48 -16.67
H 13.80 6.85 -17.12
H 14.31 8.96 -18.84
C 9.96 11.26 -21.94
C 8.68 10.51 -22.12
O 8.42 10.09 -20.73
C 9.03 10.75 -19.85
O 8.71 10.86 -18.64
O 10.01 11.43 -20.48
F 8.87 9.46 -22.93
H 9.93 12.27 -22.35
H 10.87 10.72 -22.22
H 7.91 11.15 -22.58
C 11.69 7.75 -13.01
C 11.23 6.32 -13.36
O 10.10 6.59 -14.11
C 9.89 7.89 -14.22
O 9.15 8.46 -15.05
O 10.71 8.57 -13.48
F 10.90 5.80 -12.23
H 12.67 8.07 -13.38
H 11.83 7.86 -11.94
H 12.03 5.70 -13.75
C 5.69 12.13 -11.58
C 6.79 13.14 -11.77
O 7.51 12.56 -12.77
C 7.00 11.47 -13.24
O 7.53 10.76 -14.11
O 5.78 11.26 -12.73
F 7.51 13.27 -10.69
H 4.70 12.57 -11.54
H 5.69 11.55 -10.66
H 6.33 14.07 -12.13
N 5.91 9.45 -17.91
C 5.82 9.80 -16.57
C 6.32 8.78 -15.86
C 6.95 7.90 -16.72
C 6.69 8.32 -17.99
H 5.48 9.96 -18.67
H 5.22 10.69 -16.42
H 6.27 8.57 -14.80
H 7.44 6.99 -16.41
H 6.96 7.74 -18.86
*
```

Mulliken atomic charge list, values in e, 2 entries: number 1, Pt, carries 3.89; number 2, C, carries -0.58